Computed, not measured: a cluster of 6 separate species, C17H48B2FNO6S5 in total, with ωB97M-V with the def2-TZVPD basis set.

## Properties
Electronic energy = -3323.0599 a.u.
HOMO = -7.975 eV
Orbital gap = 8.53 eV

Last column: Löwdin charge in e.
Atoms and positions in Å:
C 2.47 1.17 0.01  -0.09
C 1.60 -0.09 0.19  -0.16
B 1.16 -0.67 -1.21  -0.38
O 2.16 -1.05 -2.11  0.10
B -0.50 -0.85 -1.57  -0.14
C -0.99 -2.33 -1.85  -0.17
N -0.63 -3.30 -0.79  -0.13
C -1.09 -2.93 0.54  -0.12
C -1.51 0.37 -1.57  -0.07
C -2.69 0.17 -0.63  -0.40
C -3.81 1.17 -0.78  -0.03
F -2.20 0.25 0.69  -0.04
H 2.21 1.92 0.75  0.07
H 3.52 0.92 0.16  0.03
H 2.38 1.62 -0.98  0.07
H 2.18 -0.86 0.72  0.11
H 0.73 0.12 0.82  0.09
H 2.75 -1.73 -1.75  0.10
H -0.44 -2.63 -2.75  0.11
H -2.06 -2.41 -2.07  0.11
H 0.36 -3.50 -0.81  0.10
H -2.12 -2.59 0.47  0.08
H -0.48 -2.16 1.03  0.08
H -1.07 -3.81 1.19  0.08
H -1.89 0.54 -2.58  0.13
H -1.00 1.28 -1.25  0.11
H -3.09 -0.84 -0.75  0.12
H -4.15 1.20 -1.82  0.09
H -4.66 0.86 -0.17  0.05
H -3.50 2.16 -0.45  0.09
C -8.02 0.00 3.33  -0.27
S -6.39 0.54 2.82  0.80
O -6.46 0.76 1.35  -0.56
C -5.55 -1.02 3.07  -0.27
H -8.69 0.85 3.22  0.02
H -8.34 -0.84 2.71  0.06
H -7.99 -0.28 4.39  0.06
H -6.03 -1.79 2.45  0.06
H -5.59 -1.29 4.12  0.05
H -4.52 -0.89 2.76  0.04
C -8.01 5.14 3.22  -0.27
S -9.54 4.42 3.81  0.80
O -9.19 3.10 4.39  -0.56
C -10.24 4.10 2.19  -0.27
H -7.40 5.37 4.09  0.05
H -7.50 4.42 2.59  0.06
H -8.23 6.06 2.67  0.05
H -9.57 3.46 1.63  0.06
H -10.40 5.04 1.67  0.05
H -11.20 3.60 2.34  0.05
C 0.01 -6.86 -5.76  -0.28
S -1.15 -5.85 -4.82  0.80
O -0.96 -4.45 -5.28  -0.55
C -0.31 -6.01 -3.25  -0.28
H -0.31 -6.86 -6.79  0.05
H 1.01 -6.43 -5.68  0.06
H 0.00 -7.88 -5.37  0.05
H 0.72 -5.64 -3.34  0.06
H -0.31 -7.05 -2.94  0.05
H -0.84 -5.41 -2.51  0.03
C 7.63 0.85 0.69  -0.28
S 6.19 -0.13 0.30  0.79
O 5.51 -0.46 1.58  -0.55
C 7.10 -1.60 -0.19  -0.27
H 7.28 1.81 1.06  0.05
H 8.21 0.34 1.46  0.06
H 8.22 1.01 -0.21  0.03
H 7.72 -1.94 0.64  0.06
H 7.70 -1.38 -1.07  0.05
H 6.37 -2.37 -0.44  0.04
C 11.29 4.72 -0.83  -0.27
S 10.79 3.35 0.22  0.82
O 9.71 2.63 -0.51  -0.56
C 9.98 4.34 1.48  -0.27
H 11.78 4.30 -1.70  0.05
H 10.41 5.28 -1.13  0.06
H 11.99 5.35 -0.28  0.05
H 9.19 4.93 1.01  0.06
H 10.72 4.99 1.96  0.05
H 9.56 3.66 2.21  0.05

Computed, not measured: a cluster of 2 separate species, C4H13N2O2 in total in a non-equilibrium geometry, with ωB97M-V with the def2-TZVPD basis set.

## Properties
Relative energy (zero: lowest compared OMol25 entry of this formula, charge and spin) = 0.9157 eV
Electronic energy = -419.9918 a.u.
HOMO = -13.585 eV
Total charge = +1
Orbital gap = 10.43 eV

Last column: natural (NBO) charge in e.
Atoms and positions in Å:
C 0.92 -0.69 1.26  -0.23
C -0.47 -1.22 0.89  -0.41
C -1.11 -0.53 -0.32  -0.49
C -1.29 0.96 -0.07  0.67
N -2.53 1.36 0.28  -0.80
O -0.40 1.77 -0.29  -0.65
N 1.86 -0.73 0.10  -0.69
H 1.36 -1.24 2.07  0.23
H 0.75 0.33 1.47  0.24
H -1.15 -1.02 1.70  0.24
H -0.43 -2.29 0.76  0.22
H -2.13 -0.92 -0.41  0.24
H -0.55 -0.63 -1.22  0.21
H -2.77 2.32 0.45  0.42
H -3.30 0.72 0.22  0.40
H 1.95 -1.62 -0.30  0.42
H 1.68 0.03 -0.60  0.48
H 2.84 -0.57 0.36  0.44
H 1.69 2.10 -1.93  0.52
H 1.21 0.70 -2.45  0.48
O 1.88 1.16 -1.95  -0.95

Computed, not measured: a cluster of 8 separate species, C5H27NO8S in total in a non-equilibrium geometry, with ωB97M-V with the def2-TZVPD basis set.

## Properties
Structure (SMILES) = OCCNCCCS.O.O.O.O.O.O.O
Relative energy (zero: lowest compared OMol25 entry of this formula, charge and spin) = 2.3541 eV
Electronic energy = -1261.4826 a.u.
HOMO = -9.115 eV
Orbital gap = 9.23 eV

Last column: natural (NBO) charge in e.
Atoms and positions in Å:
C -1.64 0.52 -0.15  -0.45
C -2.13 1.92 -0.48  -0.54
S -3.97 1.84 -0.40  -0.07
C -1.68 -0.51 -1.36  -0.22
N -2.03 -1.84 -0.88  -0.62
C -1.48 -2.41 0.36  -0.27
C -0.01 -2.63 0.59  -0.14
O 0.60 -2.95 -0.73  -0.75
H -0.64 0.58 0.29  0.23
H -2.35 0.07 0.58  0.23
H -2.07 2.51 -1.40  0.25
H -1.78 2.71 0.18  0.22
H -4.10 0.64 -0.93  0.12
H -0.71 -0.43 -1.86  0.15
H -2.44 -0.20 -2.07  0.20
H -1.85 -2.55 -1.58  0.37
H -1.94 -2.01 1.26  0.19
H -1.97 -3.41 0.32  0.21
H 0.62 -1.84 1.03  0.20
H 0.29 -3.61 0.95  0.22
H 0.62 -2.13 -1.24  0.46
H 1.12 -1.20 3.74  0.48
H -0.09 -1.58 2.84  0.47
O 0.35 -0.85 3.30  -0.95
H 1.81 1.41 2.27  0.49
H 1.13 2.06 1.04  0.49
O 1.77 1.41 1.31  -0.97
H 4.20 0.51 -0.60  0.50
H 2.93 0.21 0.32  0.52
O 3.32 0.11 -0.57  -0.99
H 2.02 2.74 -2.29  0.49
H 2.74 1.34 -1.86  0.49
O 2.83 2.26 -2.12  -1.00
H -0.99 3.23 2.60  0.47
H -0.90 2.01 3.34  0.48
O -0.32 2.55 2.78  -0.95
H 2.51 -2.75 -0.44  0.48
H 3.49 -1.62 -0.09  0.48
O 3.23 -2.53 0.17  -0.99
H -0.47 2.04 -3.48  0.48
H 0.04 1.89 -2.02  0.47
O -0.04 2.50 -2.76  -0.94

Computed, not measured: an isolated molecule of C2H3NOS3 in a non-equilibrium geometry, with ωB97M-V with the def2-TZVPD basis set.

## Properties
Structure (SMILES) = ONC(=S)C(=S)S
Relative energy (zero: lowest compared OMol25 entry of this formula, charge and spin) = 2.1926 eV
Electronic energy = -1402.4722 a.u.
HOMO = -8.973 eV
Orbital gap = 7.99 eV

Last column: natural (NBO) charge in e.
Atoms and positions in Å:
C -0.26 0.57 -0.63  0.01
C -0.93 -0.33 0.29  -0.39
H 2.12 -0.31 0.52  0.47
H 1.30 1.70 -0.79  0.39
H -1.49 -2.48 0.75  0.16
N 1.11 0.74 -0.55  -0.32
O 1.58 0.43 0.71  -0.54
S -1.05 1.46 -1.80  -0.04
S -0.49 -1.98 0.00  0.12
S -1.88 0.19 1.49  0.12

Computed, not measured: a structure of composition C28H28BrN6O3RuS3 in a non-equilibrium geometry, with ωB97M-V with the def2-TZVPD basis set.

## Properties
Spin multiplicity = 2
⟨S²⟩ = 0.757
Relative energy (zero: lowest compared OMol25 entry of this formula, charge and spin) = 0.3141 eV
Electronic energy = -5501.4597 a.u.
HOMO (spin up / spin down) = -7.301 / -7.122 eV
Orbital gap (spin up / spin down) = 7.76 / 7.37 eV

Last column: natural (NBO) charge in e.
Atoms and positions in Å:
Ru 0.61 -0.16 0.83  0.82
C 3.66 -0.14 2.13  -0.41
N 2.44 0.66 2.14  -0.43
C 2.79 2.06 1.88  -0.41
C 1.80 0.58 3.48  -0.26
C 0.40 1.13 3.41  -0.03
C -0.09 1.99 4.39  -0.23
C -1.37 2.51 4.29  -0.24
C -2.15 2.18 3.19  -0.21
C -1.66 1.33 2.21  -0.25
C -0.38 0.78 2.30  -0.07
H 4.35 0.20 2.92  0.18
H 4.15 -0.03 1.16  0.21
H 3.41 -1.19 2.29  0.23
H 3.47 2.44 2.66  0.18
H 1.89 2.67 1.88  0.22
H 3.29 2.14 0.92  0.20
H 2.42 1.10 4.22  0.18
H 1.77 -0.48 3.74  0.23
H 0.54 2.25 5.23  0.20
H -1.75 3.18 5.05  0.21
H -3.15 2.59 3.09  0.21
H -2.28 1.11 1.35  0.21
O 1.16 -1.74 1.96  -0.54
N 0.41 -2.85 1.94  0.00
C 0.95 -3.95 2.50  0.04
C 0.26 -5.12 2.55  -0.28
C -1.03 -5.16 1.99  -0.16
C -1.56 -4.04 1.42  -0.23
C -0.82 -2.84 1.38  0.04
S -1.36 -1.39 0.67  0.08
H 1.95 -3.80 2.89  0.24
H 0.71 -5.99 3.00  0.23
H -1.60 -6.08 2.00  0.23
H -2.54 -4.04 0.96  0.24
N -6.15 0.42 -4.17  -0.79
C -4.82 0.27 -3.83  0.19
C -3.83 0.98 -4.51  -0.30
C -2.49 0.80 -4.19  -0.09
C -2.13 -0.09 -3.19  -0.42
C -3.11 -0.81 -2.51  -0.15
C -4.44 -0.63 -2.83  -0.26
S -0.43 -0.31 -2.77  2.34
O 0.33 0.38 -3.79  -0.98
O -0.20 -1.71 -2.55  -0.96
N -0.22 0.40 -1.34  -0.95
C -0.13 1.73 -1.20  0.26
S -0.67 3.02 -2.23  0.39
C -0.22 4.15 -1.00  -0.47
C 0.31 3.50 0.06  -0.04
N 0.39 2.14 -0.06  -0.56
H -6.40 1.27 -4.65  0.38
H -6.82 0.15 -3.47  0.38
H -4.10 1.67 -5.29  0.21
H -1.72 1.34 -4.72  0.23
H -2.82 -1.51 -1.74  0.24
H -5.20 -1.20 -2.31  0.21
H -0.35 5.21 -1.13  0.24
H 0.66 3.97 0.97  0.21
Br 2.23 -3.32 -0.69  0.07
C 2.67 -1.69 -1.53  0.21
C 3.18 -1.77 -2.82  -0.27
C 3.55 -0.60 -3.45  -0.13
C 3.39 0.60 -2.77  -0.24
C 2.85 0.57 -1.50  0.05
N 2.49 -0.56 -0.87  -0.52
H 3.26 -2.73 -3.31  0.24
H 3.93 -0.62 -4.46  0.22
H 3.65 1.55 -3.22  0.23
H 2.65 1.49 -0.97  0.21

Computed, not measured: a structure of composition C11H14ClI2NOPRh in a non-equilibrium geometry, with ωB97M-V with the def2-TZVPD basis set.

## Properties
Spin multiplicity = 5
⟨S²⟩ = 6.014
Relative energy (zero: lowest compared OMol25 entry of this formula, charge and spin) = 2.1967 eV
Electronic energy = -2064.3072 a.u.
HOMO (spin up / spin down) = -14.883 / -14.879 eV
Total charge = +2
Orbital gap (spin up / spin down) = 7.42 / 3.14 eV

Last column: natural (NBO) charge in e.
Atoms and positions in Å:
I 4.50 2.01 -2.19  0.78
I 3.94 -2.36 -2.10  0.15
Rh 0.27 -0.02 -1.00  0.73
P -0.76 0.01 -3.10  1.14
C 0.31 0.05 -4.55  -0.97
C -1.83 -1.40 -3.35  -0.98
H -2.56 1.48 -2.50  0.29
H -2.33 1.43 -4.26  0.27
H -1.23 2.36 -3.24  0.26
C -1.82 1.44 -3.30  -0.97
H -2.56 -1.46 -2.55  0.29
H -2.34 -1.35 -4.31  0.27
H -0.26 0.06 -5.49  0.28
H 0.97 -0.82 -4.56  0.26
H -1.25 -2.32 -3.32  0.26
H 0.95 0.93 -4.53  0.25
C 1.85 0.08 -1.73  0.54
O 2.77 0.17 -2.59  -0.61
Cl -2.00 -0.07 -0.28  -0.46
N 0.38 0.02 0.87  -0.55
C 0.32 -0.05 2.03  0.60
C 0.28 -0.07 3.45  -0.25
C -0.95 0.11 4.14  -0.12
C -0.97 0.11 5.52  -0.21
C 0.21 -0.04 6.24  -0.12
C 1.43 -0.19 5.58  -0.20
C 1.49 -0.19 4.19  -0.13
H -1.89 0.31 3.64  0.24
H -1.94 0.27 6.01  0.25
H 0.19 0.01 7.32  0.24
H 2.32 -0.26 6.22  0.25
H 2.49 -0.23 3.75  0.24

Calculated values (g mol⁻¹) of molar mass for the records, taken in order: 563.5; 121.2; 261.3; 153.3; 773.7; 599.4.